The following is a DFT calculation (ωB97M-V/def2-TZVPD) of a single C2H5N3S molecule in a non-equilibrium geometry.

Computed properties:
E_LUMO ... 0.4 eV
E_tot ... -17458.1896 eV
Energy relative to the best compared isomer or geometry (same formula, charge and spin) ... 282.0 kJ/mol
Gap between HOMO and LUMO ... 0.324 Eh
Max |F| ... 3.564 eV/A
Spin multiplicity ... 1
SMILES string ... C[C@H]1N=NSN1

Atoms and positions in Å:
C  0.02  -0.38  0.25
C  -1.38  -0.20  -0.45
N  1.01  -0.91  -0.62
N  2.13  -0.31  -0.73
N  0.58  0.96  0.64
S  2.20  1.13  0.00
H  -0.15  -1.03  1.12
H  -1.30  0.69  -1.12
H  -2.10  0.02  0.39
H  -1.59  -1.16  -1.11
H  0.57  1.20  1.65

The following is a DFT calculation (ωB97M-V/def2-TZVPD) of a molecular structure, C21H55Mn2N3O13S3 in a non-equilibrium geometry.

Computed properties:
E_LUMO (alpha / beta) ... -7.4 / -7.4 eV
E_tot ... -148880.9483 eV
Net charge ... +2
Gap between HOMO and LUMO (alpha / beta) ... 0.253 / 0.267 Eh
Max |F| ... 4.930 eV/A
Spin multiplicity ... 11

Atoms and positions in Å:
Mn  2.04  1.67  -1.79
Mn  -3.82  -0.26  -1.24
N  -0.83  0.84  -0.37
O  -0.20  1.15  -1.38
O  -1.94  0.36  -0.50
O  -0.18  0.95  0.66
O  2.41  -0.16  -1.18
H  1.52  -0.43  -0.88
C  -3.79  1.02  1.95
C  -3.67  -0.51  1.95
N  -4.34  -1.14  0.83
C  -3.88  -2.56  0.97
C  -4.42  -3.51  0.02
C  -5.81  -0.80  0.78
C  -6.77  -1.53  1.72
H  -4.71  1.23  2.50
H  -4.17  1.28  0.97
H  -2.82  1.50  2.05
H  -2.59  -0.66  1.83
H  -4.03  -1.09  2.80
H  -2.80  -2.55  0.88
H  -3.67  -2.91  1.99
H  -4.28  -3.20  -1.02
H  -3.97  -4.49  0.16
H  -5.51  -3.52  0.06
H  -6.09  -1.05  -0.25
H  -5.99  0.27  0.85
H  -6.54  -1.25  2.75
H  -6.71  -2.61  1.66
H  -7.82  -1.22  1.77
C  0.56  5.77  -0.75
C  0.67  4.28  -1.14
N  1.45  3.81  -2.34
C  2.56  4.80  -2.61
C  3.48  4.32  -3.72
C  0.54  3.67  -3.45
C  -0.29  4.91  -3.96
H  0.52  6.49  -1.57
H  1.40  6.02  -0.11
H  -0.31  5.97  -0.12
H  0.79  3.61  -0.28
H  -0.36  4.03  -1.38
H  2.23  5.83  -2.76
H  3.18  4.84  -1.72
H  4.53  4.29  -3.43
H  3.25  3.32  -4.10
H  3.53  5.01  -4.56
H  -0.13  2.84  -3.23
H  0.94  3.13  -4.30
H  -1.21  4.90  -3.37
H  -0.65  4.66  -4.95
H  0.12  5.92  -3.90
O  -2.47  -3.65  -3.74
S  -1.89  -2.89  -2.65
O  -2.65  -1.81  -2.00
O  -1.43  -3.98  -1.43
C  -1.10  -5.32  -1.71
C  -0.68  -5.92  -0.36
C  -0.23  -2.22  -3.16
H  -0.21  -5.29  -2.35
H  -1.94  -5.82  -2.18
H  0.29  -5.59  0.02
H  -0.52  -7.00  -0.41
H  -1.35  -5.66  0.46
H  0.34  -2.88  -3.81
H  0.28  -1.88  -2.26
H  -0.42  -1.32  -3.75
O  1.98  3.22  2.52
S  2.94  2.48  1.70
O  2.63  2.35  0.32
O  4.52  3.15  1.86
C  5.44  3.19  0.79
C  6.76  3.80  1.31
C  3.20  0.84  2.39
H  5.25  3.84  -0.07
H  5.61  2.18  0.42
H  6.49  4.68  1.89
H  7.39  4.20  0.52
H  7.38  3.21  1.97
H  3.57  1.02  3.40
H  3.85  0.25  1.74
H  2.17  0.48  2.34
O  -1.28  -3.35  2.54
S  0.10  -2.92  2.86
O  0.35  -1.76  3.74
O  1.04  -4.19  3.25
C  2.19  -3.89  3.95
C  2.96  -5.22  3.77
C  0.84  -2.52  1.14
H  1.92  -3.61  4.97
H  2.78  -3.15  3.41
H  4.01  -5.10  4.06
H  2.86  -5.50  2.72
H  2.59  -5.98  4.46
H  0.23  -1.91  0.48
H  0.90  -3.55  0.78
H  1.89  -2.27  1.28

What is the spin multiplicity in the second record?
11